[1]
{
  "formula": "C5H13NO2",
  "method": "wB97M-V/def2-TZVPD",
  "elements": ["C", "C", "C", "C", "C", "N", "O", "O", "H", "H", "H", "H", "H", "H", "H", "H", "H", "H", "H", "H", "H"],
  "positions_angstrom": [[0.03, 0.35, -0.21], [-0.01, -1.03, 0.35], [2.67, -0.27, 0.32], [-0.15, 1.51, 0.74], [-0.57, 0.55, -1.58], [-2.60, -0.90, 0.01], [1.65, 0.19, -0.53], [-1.52, -1.15, 0.91], [-3.31, -0.47, 0.61], [-2.96, -1.82, -0.23], [0.10, -1.83, -0.38], [0.50, -1.16, 1.30], [2.70, -1.37, 0.35], [2.55, 0.13, 1.33], [3.64, 0.05, -0.08], [-1.21, 1.77, 0.83], [0.42, 2.37, 0.38], [0.23, 1.27, 1.74], [-1.66, 0.46, -1.59], [-0.33, 1.54, -1.98], [-0.16, -0.19, -2.29]],
  "gap_ha": 0.3565,
  "charge": 0,
  "e_lumo_ev": 0.90,
  "relative_energy_kj_mol": 449.2,
  "e_tot_ha": -403.4055,
  "molar_mass_g_mol": 119.2
}


[2]
{
  "formula": "C5H13NO2",
  "method": "wB97M-V/def2-TZVPD",
  "elements": ["C", "C", "O", "H", "H", "H", "H", "H", "H", "C", "C", "N", "C", "O", "H", "H", "H", "H", "H", "H", "H"],
  "positions_angstrom": [[0.14, 1.00, -1.81], [1.45, 0.21, -1.74], [-0.99, 0.17, -1.96], [-1.12, -0.32, -1.13], [0.15, 1.64, -2.69], [0.05, 1.64, -0.92], [2.29, 0.90, -1.71], [1.49, -0.40, -0.85], [1.55, -0.43, -2.61], [-0.67, -2.07, 0.80], [-0.51, 0.24, 1.39], [-1.35, 1.32, 1.61], [0.77, 0.19, 1.77], [-1.20, -0.77, 0.77], [-2.15, 1.34, 1.00], [-0.89, 2.21, 1.72], [-0.40, -2.35, 1.84], [-1.45, -2.72, 0.45], [0.23, -2.16, 0.16], [1.38, -0.68, 1.66], [1.22, 1.04, 2.25]],
  "gap_ha": 0.3452,
  "charge": 0,
  "e_lumo_ev": 0.94,
  "relative_energy_kj_mol": 188.2,
  "e_tot_ha": -403.5049,
  "molar_mass_g_mol": 119.2
}


[3]
{
  "formula": "C5H13NO2",
  "method": "wB97M-V/def2-TZVPD",
  "elements": ["C", "C", "C", "O", "O", "H", "H", "H", "H", "H", "C", "C", "N", "H", "H", "H", "H", "H", "H", "H", "H"],
  "positions_angstrom": [[2.40, -0.35, -0.57], [2.31, 1.16, -0.73], [2.30, -0.83, 0.83], [3.14, -1.22, 1.57], [0.95, -0.93, 1.11], [1.50, -0.76, -1.19], [3.31, -0.81, -1.03], [3.12, 1.84, -0.49], [1.39, 1.41, -0.15], [1.86, 1.38, -1.74], [-1.85, -0.35, -0.10], [-2.94, 0.50, -0.79], [-2.06, -0.40, 1.36], [-2.01, -1.40, -0.35], [-0.84, -0.10, -0.46], [-2.52, 1.41, -1.10], [-3.80, 0.70, -0.13], [-2.46, 0.53, 1.63], [0.74, -1.26, 2.05], [-1.16, -0.43, 1.90], [-3.38, -0.08, -1.63]],
  "gap_ha": 0.3677,
  "charge": 0,
  "e_lumo_ev": 0.67,
  "relative_energy_kj_mol": 151.6,
  "e_tot_ha": -403.5189,
  "molar_mass_g_mol": 119.2
}


[4]
{
  "formula": "C5H13NO2",
  "method": "wB97M-V/def2-TZVPD",
  "elements": ["N", "C", "C", "C", "C", "C", "O", "H", "H", "H", "H", "H", "H", "H", "H", "H", "H", "H", "H", "H", "O"],
  "positions_angstrom": [[-0.68, -0.35, -0.54], [-1.12, -1.02, 0.83], [-0.34, -0.34, 2.04], [0.35, 0.84, 1.46], [0.06, 0.84, -0.14], [1.49, 1.00, -0.97], [1.47, 2.13, -1.78], [-1.56, -0.22, -1.04], [-0.97, -2.00, 0.79], [-2.20, -1.06, 0.91], [0.35, -1.05, 2.46], [-0.90, -0.07, 3.01], [0.10, 1.66, 2.03], [1.48, 0.98, 1.66], [-0.64, 1.75, -0.31], [2.34, 1.10, -0.28], [1.75, 0.25, -1.54], [0.56, 2.55, -1.83], [0.02, -1.81, -2.06], [-1.16, -2.38, -2.51], [-0.40, -2.81, -2.17]],
  "gap_ha": 0.3677,
  "charge": 0,
  "e_lumo_ev": 0.66,
  "relative_energy_kj_mol": 404.1,
  "e_tot_ha": -403.4227,
  "molar_mass_g_mol": 119.2
}


[5]
{
  "formula": "C5H13NO2",
  "method": "wB97M-V/def2-TZVPD",
  "elements": ["O", "C", "N", "C", "C", "C", "C", "H", "H", "H", "H", "H", "H", "H", "H", "H", "H", "H", "O", "H", "H"],
  "positions_angstrom": [[2.36, -2.77, -2.73], [1.60, -2.35, -1.88], [1.99, -1.31, -1.04], [0.00, 0.00, 0.00], [3.18, 0.50, -2.05], [1.25, -0.95, 0.17], [3.31, -0.66, -1.12], [0.58, -2.74, -1.66], [0.43, 0.93, -0.41], [-0.44, 0.22, 0.99], [-0.80, -0.34, -0.68], [2.44, 1.26, -1.75], [2.91, 0.13, -3.06], [4.17, 0.97, -2.10], [1.91, -0.40, 0.86], [0.90, -1.87, 0.69], [3.65, -0.34, -0.12], [4.07, -1.36, -1.52], [5.22, -5.25, -2.47], [4.50, -4.58, -2.44], [4.89, -6.00, -1.93]],
  "gap_ha": 0.3730,
  "charge": 0,
  "e_lumo_ev": 0.79,
  "relative_energy_kj_mol": 112.9,
  "e_tot_ha": -403.5336,
  "molar_mass_g_mol": 119.2
}


[6]
{
  "formula": "C5H13NO2",
  "method": "wB97M-V/def2-TZVPD",
  "elements": ["C", "N", "C", "C", "C", "O", "C", "H", "H", "H", "H", "H", "H", "H", "H", "H", "H", "H", "H", "H", "O"],
  "positions_angstrom": [[1.01, -1.85, 0.66], [1.09, -0.40, 0.80], [-0.21, 0.24, 0.53], [-0.78, -0.19, -0.80], [-2.23, -0.20, -0.83], [-2.97, 0.08, 0.12], [-0.10, 1.76, 0.65], [0.93, -2.11, -0.39], [1.92, -2.31, 1.06], [0.16, -2.29, 1.18], [1.35, -0.16, 1.76], [-0.91, -0.09, 1.32], [-0.13, -0.47, -1.62], [-1.50, 0.77, -1.19], [-2.67, -0.70, -1.71], [-1.08, 2.20, 0.44], [0.61, 2.13, -0.09], [0.23, 2.05, 1.64], [3.88, 0.50, -0.86], [2.38, 0.18, -0.53], [3.00, 0.42, -1.27]],
  "gap_ha": 0.3764,
  "charge": 0,
  "e_lumo_ev": 0.81,
  "relative_energy_kj_mol": 328.3,
  "e_tot_ha": -403.4516,
  "molar_mass_g_mol": 119.2
}


[7]
{
  "formula": "C5H13NO2",
  "method": "wB97M-V/def2-TZVPD",
  "elements": ["C", "C", "C", "N", "C", "C", "O", "H", "H", "H", "H", "H", "H", "H", "H", "H", "H", "H", "H", "H", "O"],
  "positions_angstrom": [[0.38, 0.10, 1.19], [1.32, -1.02, 1.77], [-0.60, -0.62, 0.25], [-1.73, 0.28, -0.08], [-1.51, 1.20, -1.17], [-0.74, 2.43, -0.71], [0.23, 2.81, -1.33], [0.97, 0.77, 0.58], [-0.13, 0.50, 2.06], [0.71, -1.88, 2.02], [1.98, -0.66, 2.54], [1.89, -1.36, 0.90], [-1.11, -1.45, 0.74], [-0.14, -0.89, -0.69], [-2.53, -0.28, -0.30], [-2.42, 1.54, -1.67], [-0.91, 0.85, -2.03], [-1.08, 3.07, 0.12], [2.45, -1.93, -0.97], [1.03, -1.68, -1.46], [1.94, -1.79, -1.76]],
  "gap_ha": 0.3754,
  "charge": 0,
  "e_lumo_ev": 0.79,
  "relative_energy_kj_mol": 216.0,
  "e_tot_ha": -403.4944,
  "molar_mass_g_mol": 119.2
}


[8]
{
  "formula": "C5H13NO2",
  "method": "wB97M-V/def2-TZVPD",
  "elements": ["C", "N", "C", "C", "O", "C", "O", "C", "H", "H", "H", "H", "H", "H", "H", "H", "H", "H", "H", "H", "H"],
  "positions_angstrom": [[1.47, 0.40, 0.86], [0.48, 0.88, -0.11], [0.16, 0.25, -1.22], [0.08, -1.59, -0.96], [1.23, -1.92, -0.69], [-1.21, 0.67, -1.75], [-1.86, 1.32, 1.34], [0.87, -0.59, 1.86], [2.27, -0.04, 0.27], [1.97, 1.25, 1.33], [-0.38, 1.24, 0.34], [-1.09, 1.45, -2.50], [-0.66, -1.63, -0.18], [-0.32, -1.90, -1.93], [0.92, 0.43, -1.96], [-1.81, 1.02, -0.90], [-1.79, -0.17, -2.08], [-2.62, 1.53, 1.94], [1.02, -1.59, 1.54], [1.47, -0.56, 2.77], [-0.20, -0.44, 2.03]],
  "s2": 0.75,
  "gap_ha": [0.2898, 0.2885],
  "charge": 1,
  "multiplicity": 2,
  "e_lumo_ev": [-6.93, -6.96],
  "relative_energy_kj_mol": 472.4,
  "e_tot_ha": -403.0639,
  "molar_mass_g_mol": 119.2
}